No. 1
Molecular formula: C46H110O38P6
Method: DFT, ωB97M-V with the def2-TZVPD basis set

The geometry in ORCA input format:
```
! wB97M-V def2-TZVPD RIJCOSX def2/J DEFGRID3
* xyz 0 1
C 13.401 -16.114 -3.481
O 13.574 -17.418 -2.989
P 14.980 -18.083 -2.625
O 16.244 -17.689 -3.332
O 14.911 -17.795 -1.036
C 15.977 -17.228 -0.410
O 14.741 -19.664 -2.713
C 15.637 -20.609 -2.172
H 13.366 -15.506 -2.577
H 12.495 -15.983 -4.073
H 14.286 -15.803 -4.038
H 15.854 -16.175 -0.154
H 16.944 -17.432 -0.870
H 16.106 -17.826 0.492
H 16.404 -20.108 -1.583
H 16.153 -21.197 -2.931
H 15.288 -21.353 -1.456
C 9.750 -9.551 -8.612
O 8.253 -9.476 -8.655
P 7.560 -9.105 -10.141
O 8.155 -9.796 -11.318
O 7.749 -7.497 -10.328
C 7.533 -6.822 -11.485
O 5.967 -9.211 -9.861
C 5.514 -8.403 -8.842
H 10.168 -10.002 -7.712
H 10.153 -8.552 -8.778
H 10.116 -10.102 -9.479
H 8.188 -7.221 -12.259
H 7.698 -5.812 -11.108
H 6.485 -6.907 -11.774
H 4.890 -7.541 -9.080
H 6.348 -8.058 -8.230
H 4.902 -8.989 -8.156
C 6.841 -17.659 -10.278
O 6.082 -17.741 -9.067
P 6.803 -17.543 -7.615
O 8.257 -17.332 -7.677
O 6.361 -18.981 -6.938
C 6.793 -19.452 -5.688
O 5.890 -16.394 -6.882
C 4.464 -16.423 -6.902
H 6.868 -18.594 -10.838
H 7.798 -17.136 -10.284
H 6.249 -16.994 -10.908
H 5.985 -19.861 -5.081
H 7.316 -18.684 -5.118
H 7.376 -20.353 -5.872
H 4.071 -15.941 -6.007
H 4.068 -17.417 -7.109
H 4.178 -15.789 -7.742
C 18.936 -12.024 8.373
O 19.562 -13.212 7.837
P 18.780 -14.635 7.844
O 17.433 -14.652 7.142
O 18.857 -14.949 9.443
C 17.765 -15.570 10.052
O 19.917 -15.630 7.328
C 19.592 -17.006 7.215
H 19.744 -11.413 8.776
H 18.272 -12.347 9.175
H 18.270 -11.512 7.678
H 16.823 -15.408 9.529
H 17.623 -15.163 11.053
H 18.116 -16.594 10.185
H 19.167 -17.329 6.265
H 18.784 -17.260 7.901
H 20.524 -17.452 7.564
C 25.402 -25.622 -0.665
O 24.652 -25.360 -1.804
P 23.613 -24.071 -2.019
O 23.999 -22.878 -1.204
O 23.636 -23.945 -3.623
C 23.179 -22.735 -4.179
O 22.070 -24.530 -1.636
C 21.799 -24.830 -0.305
H 26.335 -26.094 -0.974
H 24.967 -26.469 -0.134
H 25.504 -24.727 -0.051
H 22.417 -23.093 -4.872
H 23.874 -21.995 -4.577
H 22.713 -22.052 -3.470
H 22.682 -24.620 0.298
H 21.660 -25.907 -0.212
H 20.989 -24.182 0.030
C 12.801 -23.597 5.556
O 11.858 -22.911 4.762
P 12.292 -21.909 3.645
O 13.596 -22.170 2.832
O 10.951 -21.875 2.739
C 10.858 -21.122 1.515
O 12.194 -20.468 4.328
C 13.366 -19.697 4.647
H 13.709 -23.029 5.761
H 12.953 -24.563 5.075
H 12.352 -23.820 6.524
H 9.998 -20.454 1.557
H 10.945 -21.749 0.627
H 11.568 -20.297 1.462
H 14.217 -20.295 4.323
H 13.413 -19.533 5.723
H 13.428 -18.735 4.137
O 12.934 -4.942 -3.981
C 12.445 -5.998 -4.297
O 11.181 -6.146 -4.675
C 10.195 -5.105 -4.829
C 10.439 -4.420 -6.216
C 13.296 -7.266 -4.145
H 10.421 -4.389 -4.039
H 9.209 -5.555 -4.714
H 10.526 -5.270 -6.893
H 11.418 -3.950 -6.306
H 9.626 -3.822 -6.628
H 14.083 -7.001 -3.439
H 13.741 -7.579 -5.089
H 12.746 -8.129 -3.771
O 16.221 -30.371 4.838
C 16.861 -30.850 3.883
O 17.076 -30.388 2.696
C 16.278 -29.232 2.191
C 16.501 -29.008 0.658
C 17.731 -31.987 4.052
H 16.559 -28.312 2.705
H 15.279 -29.599 2.422
H 17.504 -29.177 0.266
H 16.389 -27.936 0.500
H 15.768 -29.479 0.004
H 18.425 -32.211 3.241
H 17.044 -32.822 4.189
H 18.357 -31.966 4.944
O 7.756 -7.094 0.769
C 8.864 -7.661 0.891
O 9.210 -8.920 0.492
C 8.149 -9.781 -0.090
C 8.677 -10.927 -0.996
C 10.104 -7.015 1.490
H 7.436 -9.142 -0.611
H 7.772 -10.192 0.846
H 8.614 -11.828 -0.385
H 9.716 -10.673 -1.206
H 8.046 -10.966 -1.883
H 10.996 -7.417 1.010
H 10.127 -7.178 2.568
H 10.030 -5.965 1.206
O 17.628 -9.498 1.304
C 17.813 -10.396 2.111
O 16.845 -10.886 2.894
C 15.578 -10.285 2.870
C 14.478 -11.384 2.912
C 19.182 -10.960 2.425
H 15.374 -9.529 2.112
H 15.621 -9.868 3.876
H 14.619 -12.123 3.701
H 14.606 -12.004 2.025
H 13.524 -10.872 3.036
H 19.288 -11.642 3.269
H 19.798 -10.099 2.680
H 19.579 -11.322 1.477
O 11.365 -24.990 -9.900
C 11.199 -24.025 -9.139
O 10.017 -23.286 -9.142
C 8.937 -23.752 -9.999
C 8.301 -24.978 -9.266
C 12.166 -23.416 -8.161
H 9.289 -23.856 -11.025
H 8.222 -22.931 -10.051
H 8.182 -24.802 -8.197
H 8.927 -25.860 -9.398
H 7.306 -25.310 -9.563
H 12.398 -22.389 -8.441
H 13.046 -24.049 -8.041
H 11.726 -23.328 -7.168
O 14.962 -19.076 -12.134
C 15.468 -18.264 -11.310
O 16.813 -18.180 -11.090
C 17.679 -19.230 -11.631
C 17.711 -20.507 -10.683
C 14.711 -17.220 -10.494
H 18.609 -18.666 -11.705
H 17.413 -19.476 -12.660
H 17.807 -20.158 -9.655
H 18.501 -21.143 -11.081
H 16.781 -21.075 -10.663
H 13.644 -17.270 -10.709
H 15.282 -16.296 -10.582
H 15.016 -17.553 -9.502
O 26.492 -15.321 -2.620
C 26.241 -16.397 -3.122
O 25.089 -16.750 -3.570
C 23.872 -15.864 -3.403
C 23.074 -15.922 -2.047
C 27.311 -17.438 -3.409
H 23.253 -15.989 -4.292
H 24.226 -14.875 -3.694
H 22.541 -16.870 -1.978
H 22.253 -15.234 -2.249
H 23.680 -15.565 -1.214
H 28.341 -17.082 -3.370
H 27.205 -17.871 -4.403
H 27.231 -18.324 -2.779
*
```

As for the maximum force: 5.13 eV Å⁻¹. Its HOMO-LUMO gap is 0.3715 hartree. The LUMO energy comes out at 0.1 eV.


No. 2
Molecular formula: CH2O2S
Method: DFT, ωB97M-V with the def2-TZVPD basis set

The geometry in ORCA input format:
```
! wB97M-V def2-TZVPD RIJCOSX def2/J DEFGRID3
* xyz 0 1
C 0.109 0.440 -0.299
H 0.430 0.694 1.372
H 0.294 -1.800 -0.874
O 0.481 1.384 0.605
O -0.180 0.615 -1.482
S -0.236 -1.096 0.519
*
```

As for the maximum force: 4.68 eV Å⁻¹. Its HOMO-LUMO gap is 0.3581 hartree. As for the SMILES: O=C(O)S. The LUMO energy comes out at -0.6 eV.


No. 3
Molecular formula: C21H28O21
Method: DFT, ωB97M-V with the def2-TZVPD basis set

The geometry in ORCA input format:
```
! wB97M-V def2-TZVPD RIJCOSX def2/J DEFGRID3
* xyz 0 1
C -0.569 34.019 -0.672
C -1.972 33.808 -1.229
O -1.705 32.839 -2.237
C -0.540 32.216 -2.046
O -0.085 31.313 -2.670
O 0.100 32.793 -0.993
H -0.564 34.275 0.384
H -0.107 34.870 -1.172
H -2.468 34.721 -1.544
H -2.616 33.275 -0.525
C 4.922 35.976 -11.415
C 3.640 36.296 -12.221
O 2.625 36.207 -11.199
C 3.110 35.608 -10.115
O 2.493 35.333 -9.134
O 4.412 35.340 -10.287
H 5.435 36.914 -11.193
H 5.544 35.400 -12.097
H 3.439 35.541 -12.985
H 3.550 37.230 -12.768
C 4.970 38.310 -8.067
C 3.876 38.339 -6.975
O 4.362 39.310 -6.042
C 5.340 40.040 -6.646
O 5.847 41.024 -6.205
O 5.683 39.500 -7.805
H 4.494 38.243 -9.043
H 5.534 37.383 -7.942
H 3.777 37.442 -6.376
H 2.998 38.654 -7.541
C 2.392 40.812 -3.069
C 3.639 41.306 -2.364
O 3.402 42.681 -2.323
C 2.064 42.875 -2.244
O 1.589 43.919 -1.911
O 1.416 41.771 -2.599
H 2.165 39.761 -2.908
H 2.587 40.948 -4.135
H 4.495 40.997 -2.970
H 3.820 40.879 -1.371
C 3.478 37.688 1.084
C 3.629 36.444 0.151
O 2.263 35.985 0.217
C 1.418 37.002 0.516
O 0.240 36.991 0.323
O 2.123 38.040 0.918
H 4.050 38.566 0.787
H 3.762 37.474 2.117
H 4.261 35.616 0.442
H 3.916 36.872 -0.811
C 0.269 34.890 -4.860
C 0.746 35.992 -5.796
O 1.677 36.730 -5.012
C 1.384 36.520 -3.706
O 1.788 37.127 -2.769
O 0.665 35.368 -3.599
H 0.673 33.899 -5.104
H -0.794 34.639 -4.853
H -0.086 36.644 -6.083
H 1.166 35.673 -6.749
C -4.718 33.190 -5.990
C -3.421 33.613 -5.303
O -2.919 34.548 -6.238
C -3.946 35.079 -6.939
O -3.880 35.918 -7.764
O -5.100 34.416 -6.617
H -5.374 32.962 -5.145
H -4.744 32.330 -6.653
H -2.761 32.749 -5.200
H -3.497 34.077 -4.318
*
```

As for the maximum force: 2.86 eV Å⁻¹. Its HOMO-LUMO gap is 0.3932 hartree. As for the SMILES: O=C1OCCO1.O=C1OCCO1.O=C1OCCO1.O=C1OCCO1.O=C1OCCO1.O=C1OCCO1.O=C1OCCO1. The LUMO energy comes out at 0.2 eV.